Record 1
DFT (the ωB97M-V functional and the def2-TZVPD basis) results for a molecular structure, C53H44BN10P2TcTe in a non-equilibrium geometry.

Geometry as XYZ:
```
112
Properties=species:S:1:pos:R:3:forces:R:3
Te 0.927 -3.899 -2.734 0.10 -0.11 0.13
Tc -0.308 -0.183 0.016 0.18 -0.33 -0.33
P -0.235 -0.631 -2.329 0.01 0.00 -0.08
P -0.707 -2.471 -0.176 -0.58 0.32 -0.51
N 0.190 3.639 4.230 0.07 0.23 -0.24
N -1.580 1.380 0.254 -0.18 0.24 0.31
N -0.135 1.032 2.885 0.00 0.02 -0.07
N -0.077 3.623 2.900 -0.23 -0.17 -0.10
N -1.482 -3.690 -6.988 0.20 -0.04 0.36
N -0.200 -0.139 2.177 0.06 0.18 0.49
N -0.230 3.095 -1.458 -0.15 0.07 -0.30
N 1.716 3.120 -0.115 0.06 0.30 -0.06
N -1.387 2.364 1.171 0.00 -0.27 -0.07
N 2.097 1.900 -0.799 -0.91 0.28 0.58
C 0.046 0.759 4.200 -0.05 0.15 -0.17
C -1.241 3.671 -2.111 -0.01 0.24 0.09
C -0.168 4.895 2.420 0.10 -0.06 0.07
C 0.108 -6.733 1.216 -0.08 -0.02 -0.04
C -1.232 -4.569 -4.764 0.00 0.04 -0.10
C -3.314 -1.750 -0.945 -0.10 0.00 -0.12
C -1.338 -5.129 0.151 -0.03 -0.02 0.08
C -0.054 -1.114 3.065 0.01 -0.08 -0.02
C -2.779 1.587 -0.302 0.12 -0.08 0.04
C -1.062 -6.434 0.522 0.02 -0.05 0.03
C -3.384 2.698 0.268 -0.04 0.04 0.03
C -4.329 -1.893 1.639 -0.05 0.05 -0.08
C 0.264 4.914 4.568 0.00 0.03 0.10
C -1.636 1.024 -4.063 0.03 0.00 0.07
C -1.478 -0.292 -3.620 -0.06 0.05 0.03
C 2.433 2.362 2.218 -0.18 0.14 -0.27
C 2.938 3.902 -0.106 -0.58 0.43 0.41
C 0.615 3.885 -0.864 0.37 -0.37 0.31
C 0.593 5.268 -0.872 -0.01 -0.04 0.11
C -3.217 -0.974 -5.151 0.02 -0.01 0.05
C 0.098 -0.603 4.356 -0.01 -0.18 -0.01
C 3.312 2.005 -1.170 1.27 0.04 -0.63
C -2.468 3.156 1.201 -0.04 0.10 -0.01
C -2.566 1.339 -5.045 -0.01 -0.09 0.04
C -2.470 -2.090 0.106 0.06 -0.03 0.17
C 1.432 0.231 -4.506 -0.03 0.16 -0.06
C 1.465 0.883 0.318 -0.65 -0.55 -0.01
C 2.529 -0.740 -2.623 -0.04 -0.19 -0.12
C 0.046 5.761 3.462 0.03 0.02 0.07
C 3.267 1.378 2.534 0.17 -0.36 -0.07
C 2.665 0.402 -5.131 -0.04 0.01 0.04
C 0.731 -4.417 1.182 0.12 -0.05 0.00
C -0.060 -3.844 -4.588 -0.13 -0.07 -0.04
C -0.234 -2.370 -1.851 0.61 0.35 0.42
C -0.431 -4.121 0.476 0.17 0.25 0.15
C 3.834 -0.003 -4.504 -0.01 -0.04 0.08
C 3.874 3.295 -0.819 0.20 -0.50 -0.25
C -2.993 -2.160 1.409 0.06 0.04 -0.04
C 3.761 -0.590 -3.243 -0.04 -0.03 -0.09
C -1.901 -4.457 -5.976 0.02 0.12 -0.21
C -3.359 0.334 -5.591 0.01 0.02 0.02
C 1.332 2.157 1.222 0.19 -0.31 0.04
C -0.336 -3.029 -6.811 -0.22 -0.06 -0.15
C 1.001 -5.728 1.554 -0.01 0.10 0.00
C 1.345 -0.325 -3.234 -0.01 -0.09 0.07
C 2.492 -0.118 0.755 0.03 0.32 -0.21
C -4.660 -1.487 -0.714 0.07 0.00 -0.04
C -0.452 5.857 -1.571 -0.02 0.01 -0.03
C -5.165 -1.554 0.574 0.02 -0.01 0.08
C 3.267 0.089 1.818 0.08 0.26 0.22
C 0.411 -3.075 -5.640 0.04 0.02 0.01
C -2.282 -1.285 -4.167 0.06 -0.02 -0.21
C -1.386 5.050 -2.196 -0.04 -0.10 -0.04
B -0.121 2.345 2.065 0.06 0.12 0.05
H 1.301 5.888 -0.348 0.08 -0.02 0.00
H -0.046 -2.143 2.739 -0.04 0.02 0.03
H -5.312 -1.244 -1.544 0.03 0.00 0.02
H 0.121 1.564 4.910 0.00 -0.06 -0.06
H 3.793 1.148 -1.641 0.01 0.21 0.22
H 4.788 0.106 -5.004 -0.03 0.00 0.03
H 0.218 -1.151 5.276 -0.01 0.03 -0.07
H 4.874 3.646 -1.024 -0.07 -0.07 -0.03
H 2.565 -1.048 0.212 -0.11 -0.07 0.02
H 1.337 -2.520 -5.560 -0.03 0.01 0.00
H 4.661 -0.965 -2.766 -0.04 0.00 -0.01
H -3.824 -1.761 -5.582 0.04 0.03 0.02
H 0.026 6.839 3.441 -0.01 -0.09 0.01
H 3.941 -0.691 2.154 -0.03 0.06 0.03
H -2.925 -1.710 -1.954 -0.05 -0.05 0.10
H 0.004 -2.427 -7.648 -0.03 -0.03 0.02
H 2.431 3.298 2.773 0.01 -0.09 -0.06
H 0.536 0.531 -5.033 0.03 -0.03 -0.03
H 2.706 0.834 -6.124 -0.01 -0.01 0.03
H -1.955 3.004 -2.579 0.04 0.18 0.13
H 2.958 4.846 0.414 -0.05 0.00 -0.06
H -4.727 -1.954 2.644 0.01 -0.01 -0.04
H -6.215 -1.359 0.755 0.05 0.00 0.00
H -2.527 3.991 1.881 0.00 -0.07 -0.04
H 0.319 -7.757 1.498 -0.02 0.03 0.00
H -2.668 2.360 -5.394 0.01 -0.03 0.01
H -4.355 3.109 0.048 0.07 -0.03 0.02
H 1.432 -3.628 1.439 -0.02 -0.01 -0.04
H -2.213 5.476 -2.747 0.01 -0.01 0.03
H 3.975 1.518 3.343 -0.02 -0.04 -0.04
H 2.467 -1.256 -1.676 0.04 -0.02 0.02
H -2.161 -2.312 -3.846 -0.02 0.03 -0.03
H 1.903 -5.962 2.105 -0.03 0.01 -0.02
H 0.458 5.185 5.597 -0.01 -0.02 -0.11
H -1.006 1.805 -3.647 0.03 -0.27 -0.19
H -2.361 -2.446 2.239 0.04 0.02 -0.01
H -2.250 -4.895 -0.386 0.02 0.00 -0.01
H -1.625 -5.204 -3.980 0.00 0.00 -0.01
H -0.414 5.091 1.390 -0.02 -0.01 0.05
H -4.080 0.571 -6.363 0.02 -0.01 0.03
H -3.130 0.933 -1.085 0.00 -0.03 0.03
H -2.822 -5.008 -6.143 0.03 0.02 -0.01
H -1.759 -7.223 0.271 0.02 0.01 0.00
H -0.526 6.935 -1.615 0.00 -0.02 -0.01
```
Positions in Å, forces in eV/Å.

Charge: +2
Strongest force on any atom, hartree/bohr: 0.028
Orbital gap, eV: 4.91
E_HOMO, eV: -11.66

Atomic partial charges in e from the Löwdin method, atoms 1 to 99: 1.327 0.958 0.836 0.776 0.074 -0.107 0.038 -0.032 0.081 -0.068 0.166 0.023 0.033 0.104 -0.040 -0.099 -0.112 -0.047 -0.141 -0.104 -0.087 -0.139 -0.119 -0.050 -0.017 -0.049 -0.124 -0.144 -0.363 -0.045 0.023 -0.210 -0.009 -0.048 -0.021 0.056 -0.029 -0.064 -0.368 -0.077 -0.250 -0.200 -0.041 -0.015 -0.058 -0.109 -0.570 -0.879 -0.413 -0.063 0.088 -0.080 -0.100 -0.138 -0.055 -0.066 -0.130 -0.059 -0.353 -0.106 -0.063 -0.014 -0.047 -0.034 -0.122 -0.107 0.000 -0.596 0.117 0.086 0.116 0.107 0.135 0.114 0.109 0.141 0.081 0.090 0.119 0.115 0.102 0.119 0.063 0.112 0.128 0.098 0.115 0.094 0.151 0.116 0.116 0.134 0.117 0.111 0.115 0.099 0.126 0.125 0.054



Record 2
DFT (the ωB97M-V functional and the def2-TZVPD basis) results for a molecular structure, C53H44BiFN2O9P2S in a non-equilibrium geometry.

Geometry as XYZ:
```
113
Properties=species:S:1:pos:R:3:forces:R:3
Bi 0.293 -0.141 -0.805 -0.91 -0.49 -0.44
S -0.647 -2.392 0.459 1.05 0.66 2.65
P -1.925 -3.008 -2.179 -0.34 -0.94 0.11
P -0.798 0.508 2.308 -1.25 -0.49 1.73
F 4.749 -4.088 -3.486 -1.05 0.68 0.59
O 4.383 4.610 6.080 0.08 0.83 -0.32
O -0.005 -2.464 1.905 -0.61 -0.04 -2.76
O 0.757 8.078 2.266 0.48 -0.51 -0.45
O 2.164 8.058 0.631 0.30 0.62 -1.45
O -2.534 1.596 -1.929 -0.42 0.04 -0.63
O 5.007 1.061 1.745 1.10 1.42 -1.11
O 2.728 2.412 0.436 -0.88 0.53 -0.54
O 2.207 5.032 0.184 0.44 -0.50 0.40
O 3.767 6.694 5.913 0.49 0.08 0.49
N 3.985 5.592 5.468 -1.25 -1.12 -1.44
N 1.675 7.597 1.607 0.12 -1.40 2.00
C -1.574 1.013 5.077 -0.54 -1.04 1.27
C -2.790 -4.559 -2.637 0.13 -1.44 0.94
C 3.341 4.030 2.092 -1.39 -0.26 -1.73
C -1.215 -0.954 -6.295 -2.33 -1.03 4.20
C -1.866 -1.792 5.571 -1.96 -0.08 0.97
C 2.368 6.354 2.161 0.49 -0.77 -0.35
C -3.293 -5.337 -1.550 -0.21 0.50 -2.64
C -1.856 2.980 1.578 0.03 1.14 -0.10
C -3.368 -6.410 -4.108 -0.70 -0.20 0.91
C -1.257 2.460 -3.657 0.67 3.07 -1.47
C 2.623 5.098 1.325 -0.88 1.98 0.23
C 1.929 0.299 3.362 0.92 1.22 -0.03
C -1.347 -1.301 4.426 1.07 1.45 -1.80
C -2.505 2.622 -2.942 -1.58 -0.29 2.23
C -0.300 4.434 3.367 0.04 0.01 -0.69
C 3.824 -3.263 -2.848 2.06 -0.08 -1.57
C -3.765 0.138 -0.530 -0.62 -0.19 -0.17
C 3.277 2.770 1.571 0.62 -1.53 -0.28
C -0.409 -2.238 -4.413 -0.10 0.26 -0.93
C 1.420 0.458 0.970 0.38 -0.21 -0.33
C 3.208 0.735 3.282 -1.67 0.13 -1.80
C -2.098 0.509 6.304 0.46 -0.46 -1.62
C 1.986 -1.400 -1.542 0.54 -1.49 -0.65
C -0.111 3.067 3.249 -1.42 1.40 -0.52
C -2.683 -1.465 -4.361 -0.81 -1.00 -0.19
C -1.989 4.399 1.611 0.42 -0.73 0.33
C 2.441 -4.692 -1.260 -0.01 -0.47 -0.24
C 3.680 1.302 1.942 -1.45 -0.31 1.64
C 1.668 -5.096 -2.502 -1.55 0.43 0.58
C -1.213 0.099 4.132 0.11 -1.45 -1.37
C 0.984 0.311 2.221 0.61 0.54 0.58
C 2.910 6.462 3.387 -0.50 -0.92 -1.60
C -1.634 -2.229 -3.795 -0.12 0.42 0.36
C -3.923 -6.549 -1.775 -0.29 0.09 -0.05
C -0.958 2.333 2.390 1.67 -0.22 0.80
C 2.764 0.956 0.706 1.37 0.90 1.20
C -0.186 -1.564 -5.611 0.28 0.27 -0.99
C 2.587 -2.579 -0.743 0.70 1.30 -1.92
C -1.215 5.098 2.532 0.09 1.04 0.43
C 0.280 -3.458 -0.633 0.13 0.50 1.64
C -2.517 -0.919 -5.615 2.01 0.00 -1.00
C 0.376 -4.717 -2.674 1.88 -0.49 0.64
C -3.969 -7.104 -3.037 1.41 1.65 -1.47
C -2.345 -0.860 6.516 1.47 2.03 -0.33
C 3.562 5.392 4.013 1.01 -1.66 1.15
C 1.715 -3.718 -0.305 -1.23 -0.62 0.03
C 2.365 -1.297 -2.828 -0.41 0.84 0.16
C -3.833 1.327 -1.461 -0.24 1.43 0.80
C 3.705 4.160 3.421 0.25 2.13 1.66
C -2.794 -5.184 -3.887 0.31 1.26 -1.12
C 3.360 -2.199 -3.462 -0.56 0.92 -1.66
C 3.551 -3.585 -1.494 -0.96 -1.38 2.38
C -0.333 -3.849 -1.729 -0.24 0.34 -1.70
H 4.017 3.322 3.998 0.50 -0.44 0.28
H -2.584 3.579 -2.378 0.16 -0.24 -0.60
H -1.477 2.066 4.918 -0.11 0.38 0.06
H -2.293 1.274 7.015 -0.50 0.13 0.90
H 0.811 -1.566 -6.086 -0.50 -0.20 0.40
H -4.785 -0.208 -0.389 -0.19 -0.20 0.22
H 2.763 -5.596 -0.728 0.26 0.13 -0.32
H -0.431 2.481 -3.000 0.96 -0.49 0.82
H -3.385 2.558 -3.605 0.16 -0.16 0.19
H 1.860 -3.935 0.750 -0.17 -0.15 0.06
H -1.250 6.213 2.670 -0.24 -1.24 -0.52
H -3.241 -0.653 -1.053 0.20 -0.29 0.02
H -4.528 1.222 -2.308 0.17 -0.70 -0.01
H -4.516 -6.959 -0.979 0.18 -0.49 0.36
H -1.045 -0.563 -7.219 0.13 1.20 -2.39
H 0.320 5.020 4.043 -0.16 -0.13 -0.06
H 1.553 0.088 4.341 -0.36 -0.66 0.36
H -2.162 -2.850 5.599 0.61 0.41 0.40
H -0.986 -1.945 3.642 -0.19 -0.42 -0.07
H 3.903 0.705 4.097 0.21 0.11 0.41
H 3.655 -2.005 -4.515 -0.19 -0.17 0.86
H -4.271 2.242 -0.963 0.54 -0.59 0.01
H -2.417 -4.724 -4.828 -0.08 0.25 1.08
H -3.446 -6.689 -5.152 0.03 -0.64 0.22
H -2.723 -1.027 7.494 -0.53 -1.01 0.50
H 3.139 -2.110 -0.003 0.87 0.77 2.08
H -0.153 -5.098 -3.509 -0.51 -0.23 -0.71
H 2.791 7.339 3.896 -0.28 2.17 1.44
H -3.331 -4.934 -0.591 0.09 0.76 1.57
H 0.614 2.669 3.900 0.75 -1.04 0.49
H -1.239 1.674 -4.366 0.08 -0.89 -0.53
H -2.646 4.939 0.930 0.08 -0.30 0.20
H -4.397 -8.006 -3.325 -1.08 -1.59 0.25
H 3.336 0.545 -0.085 0.37 -0.81 -0.91
H 1.909 -0.471 -3.430 0.66 -0.84 0.23
H -1.148 3.453 -4.173 0.16 -0.96 -0.24
H -3.729 -1.518 -3.946 1.33 0.29 -0.15
H 4.436 -3.859 -0.864 -0.46 0.52 -0.79
H 0.379 -2.875 -4.121 0.76 -0.37 0.86
H -3.318 0.258 0.472 -0.03 0.40 -0.58
H -2.370 2.331 0.899 -0.62 0.19 -0.49
H 2.098 -5.791 -3.216 0.21 0.13 0.12
H 5.269 0.255 2.146 0.26 -1.18 0.63
H -3.374 -0.488 -6.092 -0.21 0.30 -0.32
```
Positions in Å, forces in eV/Å.

Relative energy (zero: lowest compared OMol25 entry of this formula, charge and spin), kcal per mole: 149.42
Strongest force on any atom, hartree/bohr: 0.096
Orbital gap, eV: 6.83
E_HOMO, eV: -8.01

Atomic partial charges in e from the Löwdin method, atoms 1 to 99: 1.560 0.732 1.063 1.074 0.038 0.067 -0.642 0.065 0.131 -0.244 0.083 0.117 0.103 0.084 -0.343 -0.348 -0.088 -0.343 -0.061 -0.044 -0.087 -0.013 -0.081 -0.075 -0.083 -0.086 -0.266 -0.021 -0.111 -0.288 -0.077 -0.264 -0.080 -0.069 -0.113 -0.413 0.033 -0.066 -0.361 -0.106 -0.109 -0.045 -0.145 -0.352 -0.007 -0.310 -0.414 0.041 -0.388 -0.084 -0.372 -0.182 -0.085 -0.200 -0.075 -0.473 -0.063 -0.074 -0.068 -0.070 -0.095 -0.207 -0.144 -0.312 0.067 -0.122 0.000 -0.117 -0.378 0.125 0.132 0.082 0.086 0.115 0.077 0.147 0.050 0.124 0.147 0.116 0.017 0.112 0.102 0.065 0.107 0.106 0.114 0.055 0.114 0.131 0.127 0.120 0.104 0.085 0.111 0.089 0.106 0.080 0.091